Record 1
{"formula": "C26H66BN9O8P4", "method": "ωB97M-V/def2-TZVPD", "symbols": ["C", "C", "P", "C", "C", "C", "C", "B", "O", "O", "C", "O", "O", "C", "O", "H", "H", "H", "H", "H", "H", "H", "H", "H", "H", "H", "H", "C", "N", "C", "P", "O", "N", "C", "C", "N", "C", "C", "H", "H", "H", "H", "H", "H", "H", "H", "H", "H", "H", "H", "H", "H", "H", "H", "H", "H", "C", "N", "C", "P", "O", "N", "C", "C", "N", "C", "C", "H", "H", "H", "H", "H", "H", "H", "H", "H", "H", "H", "H", "H", "H", "H", "H", "H", "H", "C", "N", "C", "P", "O", "N", "C", "C", "N", "C", "C", "H", "H", "H", "H", "H", "H", "H", "H", "H", "H", "H", "H", "H", "H", "H", "H", "H", "H"], "xyz": [[0.25634, -0.32448, -2.78165], [1.50690, -0.31795, -3.70109], [1.81403, -2.03759, -4.32970], [1.84560, -2.02508, -6.16538], [2.41059, -3.31345, -6.77163], [3.46573, -2.48177, -3.71097], [3.83621, -3.67151, -3.24503], [2.95780, -4.98481, -3.10793], [3.23468, -6.06122, -3.89143], [1.92959, -5.07287, -2.20360], [5.26568, -3.60875, -2.80101], [5.93509, -4.50972, -2.39386], [5.69064, -2.31243, -2.97327], [4.68422, -1.59035, -3.57767], [4.79366, -0.44695, -3.89899], [-0.10510, -1.32634, -2.57674], [0.54307, 0.08357, -1.81696], [-0.51777, 0.28942, -3.23040], [1.44321, 0.39926, -4.51390], [2.36784, -0.05057, -3.09517], [0.80289, -1.94011, -6.47121], [2.33882, -1.15461, -6.59998], [3.49527, -3.27836, -6.80711], [2.04316, -3.42729, -7.78877], [2.03606, -4.17389, -6.21785], [4.03582, -5.93955, -4.40810], [1.11165, -5.12248, -2.71238], [3.06156, -5.86519, 1.95126], [1.85248, -6.40744, 2.53100], [1.19218, -5.51417, 3.46921], [1.25045, -7.99593, 2.37862], [-0.20373, -7.74009, 2.09532], [1.68327, -8.76456, 0.88690], [2.37452, -8.04495, -0.16529], [0.63574, -9.60641, 0.32414], [2.59086, -8.71973, 3.16516], [2.77886, -8.38547, 4.58600], [3.24985, -9.95478, 2.73478], [3.89726, -6.57134, 1.99028], [3.38952, -4.97973, 2.49887], [2.90478, -5.56078, 0.91255], [1.69567, -5.51527, 4.44658], [0.15625, -5.81373, 3.62709], [1.17318, -4.48915, 3.09252], [1.81212, -7.17233, -0.52048], [2.55583, -8.70248, -1.01850], [3.36603, -7.72656, 0.16029], [-0.11589, -9.02806, -0.22604], [0.11998, -10.16318, 1.10664], [1.07862, -10.33824, -0.35752], [3.43895, -7.51927, 4.69586], [3.21394, -9.20695, 5.15116], [1.83175, -8.14363, 5.06960], [4.06205, -9.72020, 2.04397], [2.57137, -10.64943, 2.24981], [3.68902, -10.48579, 3.58147], [-3.96841, 3.40478, -0.83708], [-3.67554, 1.98721, -0.85145], [-3.77310, 1.37679, -2.16805], [-3.42668, 0.95974, 0.48794], [-2.21057, 0.19056, 0.05736], [-2.74674, 1.78202, 1.85782], [-2.32074, 3.16114, 1.77769], [-1.77541, 0.99267, 2.60540], [-5.00680, 1.16992, 1.11419], [-6.11362, 0.65419, 0.29195], [-5.33062, 1.35417, 2.53054], [-4.67019, 3.67816, -0.04222], [-4.43882, 3.71208, -1.77236], [-3.05979, 4.00225, -0.72624], [-4.81965, 1.19380, -2.44913], [-3.24900, 0.42112, -2.19298], [-3.31726, 2.01069, -2.93215], [-1.54342, 3.31814, 1.01518], [-1.92387, 3.49123, 2.74114], [-3.16282, 3.82537, 1.57808], [-0.78191, 1.00342, 2.14186], [-2.09473, -0.04630, 2.68367], [-1.68867, 1.38360, 3.62328], [-6.49301, 1.43232, -0.37767], [-6.94728, 0.30011, 0.89426], [-5.79665, -0.18783, -0.32416], [-5.32992, 2.41829, 2.77537], [-4.63778, 0.84481, 3.19288], [-6.32519, 0.96987, 2.76327], [-0.83600, 10.71445, 0.81916], [-1.61979, 9.57209, 0.40767], [-2.97805, 9.89967, 0.00391], [-1.19422, 7.92037, 0.52548], [-1.54841, 7.44874, -0.86099], [0.51484, 7.62174, 0.42840], [1.45787, 8.67886, 0.13094], [0.86740, 6.41046, -0.30344], [-1.08379, 7.97051, 2.23901], [-2.33426, 8.22802, 2.97220], [-0.03328, 7.32871, 3.03353], [-0.31477, 10.54499, 1.76688], [-1.47452, 11.58525, 0.97836], [-0.10124, 10.99086, 0.05773], [-3.62641, 10.06748, 0.87554], [-3.41325, 9.09257, -0.58526], [-3.00060, 10.79629, -0.61943], [1.26620, 9.15594, -0.84100], [2.47312, 8.27667, 0.11700], [1.46160, 9.44072, 0.91189], [0.86164, 6.56076, -1.38913], [0.17327, 5.60106, -0.07558], [1.86466, 6.07648, -0.00380], [-2.46393, 9.29999, 3.15115], [-2.36027, 7.72585, 3.93682], [-3.20436, 7.87729, 2.41640], [0.79617, 8.02334, 3.17987], [0.34944, 6.42234, 2.57560], [-0.39909, 7.04893, 4.02327]], "orbital_gap_ha": 0.2608, "energy_ev": -95654.8582, "de_lowest_ev": 0.000, "e_homo_ev": -7.95, "smiles": "CCP(CC)C1=C(B(O)O)C(=O)OC1=O.CN(C)P(=O)(N(C)C)N(C)C.CN(C)P(=O)(N(C)C)N(C)C.CN(C)P(=O)(N(C)C)N(C)C", "charge": 0, "lumo_ev": -0.85, "spin_multiplicity": 1}



Record 2
{"formula": "C26H66BO30", "method": "ωB97M-V/def2-TZVPD", "symbols": ["O", "C", "O", "B", "O", "C", "O", "O", "C", "O", "C", "O", "O", "C", "C", "O", "O", "H", "H", "H", "H", "H", "H", "C", "C", "O", "O", "H", "H", "H", "H", "H", "H", "C", "C", "O", "O", "H", "H", "H", "H", "H", "H", "C", "C", "O", "O", "H", "H", "H", "H", "H", "H", "C", "C", "O", "O", "H", "H", "H", "H", "H", "H", "C", "C", "O", "O", "H", "H", "H", "H", "H", "H", "C", "C", "O", "O", "H", "H", "H", "H", "H", "H", "C", "C", "O", "O", "H", "H", "H", "H", "H", "H", "C", "C", "O", "O", "H", "H", "H", "H", "H", "H", "C", "C", "O", "O", "H", "H", "H", "H", "H", "H", "C", "C", "O", "O", "H", "H", "H", "H", "H", "H"], "xyz": [[-12.93993, 8.51420, -7.38588], [-13.09963, 9.32541, -8.26003], [-12.15723, 9.94997, -8.91183], [-12.67656, 11.21661, -9.52119], [-14.12647, 11.08196, -9.35599], [-14.41125, 10.00208, -8.66398], [-15.46005, 9.79613, -8.11658], [-12.17355, 11.34387, -10.86705], [-11.37164, 12.37420, -10.95243], [-10.69524, 12.68154, -11.89427], [-11.32550, 13.03803, -9.56083], [-12.07392, 12.32217, -8.73962], [-10.56997, 13.91319, -9.25828], [-15.10575, 5.40785, -6.68780], [-15.63362, 6.76161, -6.21348], [-16.03382, 6.61024, -4.86265], [-13.95453, 4.98928, -5.93676], [-14.72469, 5.33934, -7.71074], [-15.95309, 4.72805, -6.59868], [-16.47265, 7.12715, -6.80242], [-14.87472, 7.54665, -6.23634], [-15.32374, 6.67860, -4.22388], [-13.16579, 5.35977, -6.35687], [-11.05175, 7.17362, -11.05441], [-11.68600, 7.71243, -12.33612], [-12.16936, 6.72760, -13.26243], [-9.94186, 6.39594, -11.55710], [-11.77291, 6.59558, -10.47428], [-10.58484, 7.97292, -10.47675], [-11.00782, 8.35206, -12.89958], [-12.57400, 8.27713, -12.04265], [-11.35751, 6.30397, -13.57258], [-9.62328, 5.81037, -10.85687], [-16.78219, 13.04958, -6.93804], [-15.90148, 13.81851, -7.93368], [-16.07037, 13.33260, -9.24780], [-16.65623, 13.57302, -5.59148], [-16.38184, 12.03186, -6.87576], [-17.82565, 13.02503, -7.25178], [-14.83631, 13.71155, -7.71362], [-16.25397, 14.84977, -7.88048], [-15.65148, 12.46723, -9.32791], [-17.40220, 13.15661, -5.14930], [-8.90855, 11.17056, -5.45794], [-9.86690, 10.03235, -5.27116], [-11.17750, 10.46801, -5.65964], [-7.61356, 10.68273, -5.02223], [-9.18892, 12.07067, -4.91219], [-8.76596, 11.43092, -6.51055], [-9.82902, 9.81224, -4.20041], [-9.58744, 9.12863, -5.81221], [-11.27051, 10.11953, -6.55393], [-6.94708, 11.30428, -5.32452], [-7.70318, 16.55363, -11.64179], [-8.65740, 15.38635, -11.44994], [-9.88635, 15.98415, -11.01149], [-7.20811, 17.15255, -10.47143], [-8.15808, 17.28610, -12.32038], [-6.96570, 16.17662, -12.36755], [-8.28944, 14.65063, -10.72780], [-8.77988, 14.85832, -12.40160], [-10.50564, 15.24548, -10.94770], [-8.01116, 17.36807, -9.97905], [-14.29333, 13.96668, -11.48554], [-15.41956, 13.05899, -11.92780], [-15.07465, 11.64475, -11.86990], [-13.42314, 14.25215, -12.59262], [-13.70724, 13.44857, -10.72447], [-14.74817, 14.86263, -11.06895], [-15.83764, 13.26382, -12.91398], [-16.25857, 13.06917, -11.22910], [-14.34635, 11.58459, -12.50978], [-12.90344, 13.44858, -12.72913], [-11.68096, 12.38837, -15.62279], [-12.59722, 11.26311, -15.14830], [-12.86239, 11.29698, -13.72798], [-10.32341, 12.11112, -15.36453], [-12.00218, 13.31052, -15.13541], [-11.82969, 12.53932, -16.69830], [-12.23355, 10.24394, -15.33475], [-13.56984, 11.21814, -15.64712], [-12.05088, 10.91995, -13.35850], [-9.92829, 11.67514, -16.12157], [-14.24016, 10.38286, -4.70014], [-15.47074, 10.18882, -3.86289], [-15.14772, 9.86884, -2.47012], [-13.27027, 11.21446, -4.07148], [-14.48779, 10.88219, -5.64108], [-13.84976, 9.39538, -4.96877], [-16.13585, 9.47109, -4.33691], [-15.89777, 11.17873, -3.67792], [-15.40476, 10.63104, -1.95719], [-12.39130, 11.00839, -4.43589], [-7.85221, 10.71424, -13.42672], [-7.36777, 11.79159, -12.47967], [-7.56451, 11.33656, -11.12940], [-9.23209, 10.46000, -13.19431], [-7.22813, 9.85176, -13.20280], [-7.70259, 11.12507, -14.43230], [-7.98320, 12.70288, -12.47823], [-6.34579, 12.14328, -12.61698], [-8.48076, 11.05086, -11.05180], [-9.65560, 11.24547, -13.57287], [-19.12659, 8.71936, -7.33241], [-18.53304, 8.05930, -8.56997], [-18.63299, 6.63293, -8.40641], [-19.14741, 10.11950, -7.55399], [-18.55397, 8.40150, -6.45457], [-20.12360, 8.27542, -7.21267], [-17.45540, 8.24047, -8.59303], [-19.03685, 8.37647, -9.48417], [-17.85555, 6.23098, -8.79573], [-19.84271, 10.46368, -6.98436], [-10.05835, 5.78205, -7.00974], [-9.89799, 4.46275, -7.76280], [-10.03108, 4.62022, -9.18121], [-11.42200, 6.14321, -7.06938], [-9.48581, 6.56910, -7.50122], [-9.77112, 5.47337, -5.99703], [-10.72864, 3.85332, -7.39010], [-8.94993, 3.96443, -7.56475], [-10.92854, 4.34719, -9.39066], [-11.63130, 7.06514, -6.87407]], "orbital_gap_ha": 0.3450, "energy_ev": -90135.8764, "de_lowest_ev": 0.732, "e_homo_ev": -7.48, "charge": -1, "lumo_ev": 1.91, "spin_multiplicity": 1}



Record 3
{"formula": "C26H66BrN4O3", "method": "ωB97M-V/def2-TZVPD", "symbols": ["Br", "C", "N", "C", "C", "C", "C", "O", "H", "H", "H", "H", "H", "H", "H", "H", "H", "H", "H", "H", "H", "H", "C", "N", "C", "C", "C", "C", "O", "H", "H", "H", "H", "H", "H", "H", "H", "H", "H", "H", "H", "H", "H", "C", "N", "C", "C", "C", "C", "O", "H", "H", "H", "H", "H", "H", "H", "H", "H", "H", "H", "H", "H", "H", "C", "C", "C", "C", "N", "C", "C", "C", "C", "C", "C", "C", "H", "H", "H", "H", "H", "H", "H", "H", "H", "H", "H", "H", "H", "H", "H", "H", "H", "H", "H", "H", "H", "H", "H", "H"], "xyz": [[-1.43021, 0.76500, 0.54543], [-0.06091, 4.40073, -0.53387], [1.04043, 4.26246, -1.52012], [0.83415, 5.22144, -2.68368], [2.36370, 4.63733, -0.87552], [1.24164, 2.85286, -2.02413], [0.17403, 2.39426, -2.99047], [-1.10061, 2.33446, -2.39916], [-1.00503, 4.19077, -1.02083], [-0.02599, 5.39905, -0.09639], [0.15221, 3.74077, 0.30687], [0.96040, 6.21316, -2.25928], [-0.20092, 5.05509, -2.96745], [1.55409, 5.00754, -3.46493], [2.24179, 5.62029, -0.43013], [3.05960, 4.71363, -1.70803], [2.68128, 3.86164, -0.18846], [1.42445, 2.16136, -1.20608], [2.16330, 2.85954, -2.61590], [0.50373, 1.45322, -3.44834], [0.12244, 3.07711, -3.83887], [-1.09843, 1.68945, -1.64989], [-4.14737, -0.38150, -1.86249], [-5.22283, 0.66270, -1.92763], [-6.45601, 0.10554, -1.30342], [-4.80566, 1.81927, -1.07691], [-5.44876, 0.99236, -3.42259], [-6.64282, 1.86946, -3.66272], [-6.42080, 3.14946, -3.06323], [-4.57117, -1.33350, -2.17795], [-3.79658, -0.31403, -0.83564], [-3.27679, -0.21478, -2.49666], [-6.77069, -0.78657, -1.84051], [-7.16648, 0.92625, -1.24007], [-6.29082, -0.19788, -0.26906], [-4.61993, 1.49234, -0.05319], [-5.53974, 2.61556, -1.05970], [-3.83716, 2.19131, -1.41120], [-5.69981, -0.00864, -3.78176], [-4.53589, 1.44687, -3.79263], [-7.55070, 1.35898, -3.33428], [-6.72274, 2.06045, -4.73621], [-6.41900, 3.83106, -3.73915], [-2.37461, -4.75580, -1.26118], [-1.28115, -3.84466, -0.84858], [-1.70175, -2.99955, 0.30755], [-0.12020, -4.70160, -0.44510], [-0.96472, -2.99232, -2.09817], [0.15535, -1.97812, -1.92408], [1.39310, -2.63454, -1.94694], [-2.13317, -5.35161, -2.14501], [-3.24140, -4.22005, -1.65500], [-2.63801, -5.41939, -0.44289], [-2.50960, -2.38428, -0.08380], [-0.90485, -2.34056, 0.64138], [-2.03359, -3.58539, 1.16115], [0.07216, -5.43845, -1.21904], [-0.40925, -5.15637, 0.50085], [0.77563, -4.11346, -0.26821], [-1.93042, -2.68218, -2.48350], [-0.61721, -3.79227, -2.75862], [-0.08164, -1.42954, -1.00093], [0.01901, -1.27434, -2.75410], [2.07645, -1.96348, -2.05497], [7.01416, -3.34225, 1.97181], [5.61174, -3.30753, 2.61384], [4.82699, -2.07261, 2.25741], [3.60682, -1.99833, 3.17621], [2.68044, -0.76588, 3.07383], [3.42699, 0.58261, 3.14203], [3.74070, 0.85881, 1.68753], [2.40307, 0.55743, 1.04722], [1.92392, -0.70153, 1.73941], [1.63970, -0.91459, 4.20028], [0.82884, 0.34776, 4.49277], [1.12400, 1.11781, 5.77191], [6.95065, -2.90291, 0.97064], [7.36454, -4.36282, 1.83773], [7.77876, -2.78208, 2.50735], [5.74878, -3.46781, 3.68628], [5.10571, -4.21232, 2.26225], [4.57732, -2.11949, 1.19714], [5.45133, -1.20568, 2.49190], [3.84109, -2.11266, 4.22802], [2.87471, -2.73186, 2.82836], [2.78500, 1.33575, 3.58667], [4.31994, 0.54699, 3.76781], [4.11080, 1.86097, 1.47201], [4.47177, 0.16569, 1.28106], [1.68918, 1.35930, 1.23751], [2.54803, 0.29183, -0.00213], [0.85188, -0.58512, 1.86996], [2.27019, -1.59645, 1.22625], [2.14523, -1.27455, 5.09269], [0.97107, -1.66695, 3.79038], [-0.19625, -0.04882, 4.54034], [0.62533, 0.99674, 3.63346], [0.43853, 1.95663, 5.86314], [2.12921, 1.55120, 5.72208], [1.11633, 0.50481, 6.67025]], "orbital_gap_ha": 0.3364, "energy_ev": -110153.2908, "de_lowest_ev": 1.141, "e_homo_ev": -15.47, "charge": 3, "lumo_ev": -6.31, "spin_multiplicity": 1}